Entry 1:
Computed, not measured: an isolated molecule of C3H3N3S, with ωB97M-V/def2-TZVPD.

XYZ file:
```
10
C3H3N3S | the OMol25 dataset | ωB97M-V/def2-TZVPD
N 0.0982 0.7956 -1.0282
H 0.4528 1.9226 -1.4398
H 1.8340 -0.1970 -1.8261
C -0.1315 -0.7308 0.6756
C 1.1026 -0.1812 -0.9650
S -2.0273 1.2457 0.7135
N -0.3859 -1.3337 1.8117
C -0.7324 0.4967 0.0414
H -1.1876 -0.8674 2.1913
N 0.9771 -1.1504 -0.1743
```

**Highest occupied orbital energy**: -9.31 eV
**Orbital gap**: 7.91 eV
**2S+1**: 1
**LUMO level**: -1.4 eV

Results of the Löwdin charge analysis, in e, for atoms 1 through 4: N 0.009; H 0.285; H 0.141; C -0.405

=====

Entry 2:
Computed, not measured: a structure of composition C45H38AsCl2IrN2O3PS, with ωB97M-V/def2-TZVPD.

XYZ file:
```
94
C45H38AsCl2IrN2O3PS | the OMol25 dataset | ωB97M-V/def2-TZVPD
H 6.9756 0.3304 1.0668
S -0.7253 2.5300 -0.2338
H 0.4995 -3.4647 0.1648
H -0.7424 2.3958 -5.7974
O -1.9666 -2.9481 -1.8180
C 0.1778 -3.4866 -0.8783
Cl 4.2907 -3.2972 -0.6469
C -4.1019 -6.9882 0.1181
C -1.4066 0.1494 3.9359
C -3.1048 -6.0324 0.0248
C -6.8423 -2.5601 4.0374
H 0.3458 0.5987 -4.4568
C 4.5084 -1.6803 -0.0500
C -5.3133 -5.5531 1.6131
H -2.2460 -6.2039 -0.6082
H -2.6322 2.1472 2.6904
H -6.1885 -5.3728 2.2282
As -4.5530 -2.8016 2.3183
P -1.3905 -0.3883 2.1905
H 6.6086 -1.9322 0.1111
H 3.4672 -1.4733 -4.5830
H -8.5987 -2.2330 5.2207
N 2.0718 -1.2988 -0.2540
C -4.2375 2.3567 1.2994
H -1.3700 0.6655 7.7610
H -0.1047 -4.5031 -1.1454
H -3.3585 -1.2033 0.1296
C -2.8414 -2.6867 3.3530
C 1.1545 -2.9349 -1.8462
C -1.3789 0.5341 6.6885
Cl 2.2613 1.3735 1.2209
C -0.7339 2.4438 -4.7206
C 5.9791 0.0043 0.8237
H 5.0155 1.7717 1.5720
H 0.5870 -4.3601 -3.3290
H -4.5205 -4.9402 4.6064
C 1.9846 -1.8305 -1.5597
C -3.6316 -0.2221 0.4899
C 5.7761 -1.2661 0.2707
C 1.2074 -3.5002 -3.1180
C -6.2515 -4.5892 5.8091
O -1.1441 -1.5858 -0.2661
H 1.6992 -1.9768 0.4129
C -5.4030 -4.3278 4.7466
O 0.4821 0.4902 -1.9979
H -5.7551 2.3099 -0.2162
C -3.2179 -4.8407 0.7167
C -2.9198 0.3559 1.5363
H -7.0706 -1.7687 3.3301
C -0.2003 0.2277 4.6219
C -7.3957 -3.8293 5.9902
H -4.0295 -7.9092 -0.4438
H -0.7129 -2.4335 3.1274
Ir 0.1322 0.2055 0.2358
H -1.5810 -2.7254 1.6177
C -7.6978 -2.8176 5.0946
C -0.7405 2.5110 -1.9574
C -2.6014 0.2877 4.6384
H 2.1089 -3.4946 -5.0501
H -3.5148 0.5645 6.5485
C -0.1863 0.4215 5.9919
H -6.0257 -5.3909 6.5000
C 3.3744 -0.8590 0.1403
C -1.3522 3.5227 -4.0572
H -2.6017 -3.6873 3.7288
C -0.1397 1.4500 -4.0104
H -5.9952 -7.4807 0.9855
C -1.3438 3.5268 -2.6665
C -4.9619 1.7659 0.2765
C -3.2149 1.6651 1.9181
C -2.5841 0.4771 6.0073
H -1.8301 4.3093 -4.6108
C -1.6310 -2.1983 2.5667
C -4.6480 0.4800 -0.1318
C 2.7795 -1.2964 -2.5758
C -4.3183 -4.5829 1.5272
C 2.0447 -3.0043 -4.0917
C 2.8167 -1.8779 -3.8229
H -3.5463 0.2430 4.1141
H 3.3855 -0.4312 -2.3569
H 0.7518 0.4714 6.5247
C -5.2060 -6.7448 0.9178
H -5.1766 0.0174 -0.9505
H -2.4492 -4.0899 0.5931
H -8.0500 -4.0246 6.8283
C 3.6122 0.3838 0.7722
H 0.7303 0.1268 4.0780
C 4.8810 0.8129 1.0954
H -1.8183 4.3154 -2.1041
N -0.1245 1.4646 -2.6386
C -1.1196 -2.5852 -1.0351
H -3.0258 -2.0560 4.2270
H -4.4527 3.3695 1.6039
C -5.6812 -3.3031 3.8504
```

**Highest occupied orbital energy (alpha / beta)**: -7.13 / -7.12 eV
**Expectation value of S²**: 0.758
**Orbital gap (alpha / beta)**: 7.07 / 7.37 eV
**2S+1**: 2
**LUMO level (alpha / beta)**: -0.1 / 0.2 eV

Results of the Löwdin charge analysis, in e, for atoms 1 through 4: H 0.107; S 0.630; H 0.106; H 0.105

=====

Entry 3:
Computed, not measured: an isolated molecule of C6H11N, with ωB97M-V/def2-TZVPD.

XYZ file:
```
18
C6H11N | the OMol25 dataset | ωB97M-V/def2-TZVPD
H 0.9042 -0.7797 1.5104
H -2.0118 0.4409 -1.8652
H 0.1692 0.4259 -1.1958
C 0.8485 1.2839 1.2472
H -3.0864 -0.8117 -1.2404
H -1.6228 -1.3353 0.5099
H 2.6943 0.5158 -0.6290
H -1.4778 0.3560 0.9376
H 0.2920 -1.3014 -0.8832
C -1.4034 -0.3434 0.0967
C 1.0716 -0.0645 0.6933
C 0.0429 -0.3383 -0.4186
N 0.6876 2.3579 1.6459
H 2.7452 -1.1870 -0.1186
C 2.5232 -0.1671 0.2101
H -3.1308 0.8109 -0.5608
H 3.2177 0.0985 1.0125
C -2.4635 0.0386 -0.9522
```

**Highest occupied orbital energy**: -11.42 eV
**Orbital gap**: 12.40 eV
**2S+1**: 1
**LUMO level**: 1.0 eV

Results of the Löwdin charge analysis, in e, for atoms 1 through 4: H 0.148; H 0.067; H 0.119; C -0.215

=====

Entry 4:
Computed, not measured: an isolated molecule of C4H5NO2, with ωB97M-V/def2-TZVPD.

XYZ file:
```
12
C4H5NO2 | the OMol25 dataset | ωB97M-V/def2-TZVPD
H 0.6717 2.2229 0.2446
N -1.3335 1.2980 -0.0839
C -1.7865 0.1499 -0.2426
H -2.9875 -1.4679 -0.1059
C -0.0256 1.3284 0.0686
C 2.0206 -0.4311 -0.0014
H 2.6107 0.4360 0.0226
H 1.9768 -1.0544 -0.7436
O -2.9643 -0.4332 0.1567
O -0.6330 -0.7294 -0.0806
C 0.4536 0.0228 -0.0447
H 1.9971 -1.3421 0.8104
```

**Highest occupied orbital energy**: -8.38 eV
**Orbital gap**: 8.86 eV
**2S+1**: 1
**LUMO level**: 0.5 eV

Results of the Löwdin charge analysis, in e, for atoms 1 through 4: H 0.135; N 0.110; C -0.378; H 0.196

=====

It is found that the calculated total energy values, taken in the order of the records, are -678.50989, -6072.77795, -289.96356, -360.54782 Ha.